The following is a DFT calculation (ωB97M-V/def2-TZVPD) of 2 unconnected molecules or ions with the total composition H3N4P at a distorted geometry.

Values from the calculation:
spin multiplicity = 1
HOMO-LUMO gap = 7.8 eV
M = 90.03 g/mol
energy = -561.9863 Eh

Cartesian coordinates (Å):
N (2.02806, -0.68981, 0.49746)
N (1.63578, 0.04820, -0.39195)
N (-1.76949, 0.85894, -0.77838)
N (-1.88001, 0.06136, 0.08170)
P (0.96898, 0.64829, -1.58812)
H (2.90588, -0.38275, 1.04298)
H (-1.50644, 0.38529, 1.10113)
H (-2.38278, -0.92953, 0.03519)